No. 1
The following is a DFT calculation (wB97M-V/def2-TZVPD) of 2 unconnected molecules or ions with the total composition C6H9N.

Geometry as XYZ:
```
16
C6H9N | OMol25 | wB97M-V/def2-TZVPD
C -0.70 -0.76 -1.42
C -0.35 -0.75 -0.13
N -1.00 -1.57 0.84
C -0.39 -1.31 1.95
C 0.68 -0.32 1.82
C 0.72 0.04 0.52
C 1.62 1.00 -0.18
H -0.19 -0.13 -2.14
H -1.50 -1.40 -1.77
H -0.68 -1.80 2.87
H 1.32 0.04 2.62
H 2.32 1.46 0.53
H 1.05 1.79 -0.67
H 2.21 0.49 -0.95
H -2.76 1.89 -2.10
H -2.36 1.35 -1.79
```

Calculated values
Energy ... -7856.011 eV
Energy above the lowest of the compared OMol25 structures with the same formula, charge and spin ... 2.1484 eV
HOMO ... -9.3 eV
E_LUMO ... -0.19 eV
Structure (SMILES) ... C=C1N=CC=C1C.[H][H]

No. 2
The following is a DFT calculation (wB97M-V/def2-TZVPD) of a molecular structure, C38H51AsCaGe2N2S4Sb.

Geometry as XYZ:
```
100
C38H51AsCaGe2N2S4Sb | OMol25 | wB97M-V/def2-TZVPD
Ca 1.32 0.86 0.80
S 3.65 2.86 3.84
Sb 3.33 0.65 3.31
S 0.93 0.37 3.30
S 3.88 0.47 0.96
S 4.26 -1.08 4.46
C 1.03 -0.91 -3.84
C 1.37 -0.25 -2.50
Ge 0.02 1.11 -2.00
C 0.82 2.86 -2.36
C 1.16 2.97 -3.85
C -1.69 0.91 -2.93
C -2.65 0.71 -2.01
Ge -1.71 0.62 -0.26
C -2.13 1.92 1.16
C -3.50 2.60 1.05
C -1.63 -1.18 0.51
C -2.94 -1.66 1.14
C -4.09 0.53 -2.29
C -4.63 0.70 -3.57
C -5.97 0.51 -3.81
C -6.83 0.14 -2.77
C -6.31 -0.04 -1.50
C -4.96 0.15 -1.26
H 1.80 -1.63 -4.13
H 0.95 -0.17 -4.64
H 0.08 -1.44 -3.79
H 2.34 0.24 -2.54
H 1.43 -1.00 -1.72
H 1.73 2.97 -1.76
H 0.13 3.66 -2.07
H 1.86 2.19 -4.16
H 1.62 3.93 -4.08
H 0.27 2.87 -4.47
H -1.89 0.94 -4.00
H -1.35 2.67 1.17
H -2.04 1.37 2.10
H -3.65 3.06 0.07
H -3.58 3.39 1.80
H -4.32 1.91 1.21
H -0.85 -1.15 1.29
H -1.29 -1.89 -0.26
H -3.33 -0.93 1.85
H -2.77 -2.59 1.69
H -3.70 -1.85 0.38
H -3.98 0.99 -4.38
H -6.37 0.65 -4.81
H -7.88 -0.01 -2.97
H -6.97 -0.33 -0.69
H -4.56 0.00 -0.27
C -0.23 6.49 0.87
C 1.02 5.67 1.16
C 2.18 6.16 0.29
C 1.39 5.77 2.64
N 0.64 4.27 0.87
N 1.68 3.31 1.02
H -0.03 7.55 1.02
H -1.05 6.19 1.52
H -0.55 6.36 -0.17
H 2.43 7.20 0.53
H 1.92 6.11 -0.77
H 3.09 5.58 0.45
H 1.53 6.82 2.92
H 2.30 5.23 2.87
H 0.59 5.35 3.26
H 0.33 4.22 -0.10
H 1.93 3.22 2.02
H 2.55 3.62 0.59
C 6.01 -4.19 0.58
C 5.45 -3.50 -0.49
C 4.16 -3.01 -0.39
C 3.41 -3.22 0.77
C 3.98 -3.90 1.84
C 5.28 -4.38 1.74
As 1.63 -2.46 0.82
C 0.66 -3.76 -0.27
C 0.70 -3.91 -1.65
C -0.15 -4.80 -2.28
C -1.06 -5.54 -1.53
C -1.11 -5.40 -0.15
C -0.24 -4.51 0.49
C -0.16 -4.28 1.95
C -0.92 -4.93 2.91
C -0.72 -4.64 4.25
C 0.25 -3.72 4.64
C 1.00 -3.05 3.68
C 0.80 -3.34 2.34
H 7.03 -4.56 0.51
H 6.03 -3.32 -1.39
H 3.74 -2.42 -1.20
H 3.43 -4.02 2.76
H 5.72 -4.88 2.59
H 1.41 -3.33 -2.24
H -0.11 -4.92 -3.36
H -1.73 -6.23 -2.02
H -1.82 -5.98 0.43
H -1.67 -5.65 2.62
H -1.31 -5.15 5.01
H 0.41 -3.50 5.69
H 1.75 -2.32 3.99
```

Calculated values
Energy ... -285406.857 eV
Energy above the lowest of the compared OMol25 structures with the same formula, charge and spin ... 0.7329 eV
HOMO ... -4.2 eV
E_LUMO ... 1.83 eV
Charge ... -1